(1)
95
Properties=species:S:1:pos:R:3:forces:R:3:lowdin_charge:R:1 method="wB97M-V/def2-TZVPD" fmax_ha_per_bohr=0.0522 total_energy_ha=-4234.02201 charge=+1 lumo_energy_ev=-3.54 orbital_gap_ev=6.90
C -1.166055 3.285906 0.159140 0.4 0.2 -1.4 0.0217
C -1.284582 2.203369 -0.880077 0.2 0.6 0.9 -0.4321
O -2.337919 1.677799 -1.109224 -0.3 -0.4 -0.4 0.1210
N -0.072520 1.861620 -1.601568 -0.4 -0.4 -1.3 -0.0365
C -0.334835 2.000980 -3.050492 -0.5 0.2 0.3 -0.0476
C 0.421335 0.566449 -1.220908 1.2 -1.0 2.1 -0.3541
C 1.062280 0.701936 0.198750 -0.7 0.7 -0.2 -0.0083
C 1.836569 1.992461 0.386862 0.1 0.0 0.1 -0.5229
O 2.477104 2.537211 -0.455765 0.3 -0.1 -0.2 0.1504
O 1.834027 2.479758 1.649267 -0.2 0.3 -0.1 0.0749
C 1.481374 -0.043641 -2.162705 -0.3 1.0 -1.3 -0.0170
C 0.651256 -0.837035 -3.122176 0.6 0.4 0.5 0.0612
N -0.475261 -1.079636 -2.598691 -1.3 -0.1 0.1 0.1621
C -0.596281 -0.618696 -1.202327 0.7 -1.1 0.8 -0.1332
C -0.179749 -1.880004 -0.361834 0.2 0.4 -0.1 -0.0221
C -0.950773 -2.021978 0.932585 -0.4 -0.9 0.1 -0.4961
O -1.887419 -2.767404 0.997371 0.1 0.5 0.0 0.1552
O -0.503800 -1.325360 2.022058 0.3 0.6 -0.5 0.0641
H -0.289552 3.892535 -0.031992 0.4 -0.1 0.2 0.0961
H -1.182827 2.898756 1.164674 -0.1 0.0 0.3 0.0562
H -2.014624 3.933367 -0.004033 -0.4 0.1 0.4 0.0920
H -1.190815 1.419849 -3.393486 -0.1 -0.1 0.0 0.0858
H 0.516942 1.753766 -3.659796 0.3 0.0 0.0 0.0606
H -0.568918 3.033956 -3.262554 0.0 0.3 0.0 0.1043
H 1.745382 -0.097331 0.456816 0.1 -0.3 0.0 0.1335
H 0.264094 0.660570 0.932407 -0.1 0.0 0.2 0.1075
H 1.144731 2.062989 2.174166 0.0 -0.1 0.2 0.1089
H 2.226192 -0.641527 -1.655105 0.0 -0.4 0.2 0.1511
H 2.021080 0.714234 -2.720045 0.3 0.2 0.1 0.1421
H 0.910504 -1.135264 -4.123160 0.0 -0.1 -0.2 0.1669
H -1.254024 -1.568113 -3.022573 0.1 -0.1 -0.3 0.1787
H -1.609879 -0.444266 -0.872928 -0.3 0.7 -0.8 0.1503
H 0.893172 -1.958195 -0.230790 0.2 0.0 0.3 0.1053
H -0.479248 -2.741918 -0.941699 -0.1 -0.3 -0.1 0.1322
H -1.132734 -0.618570 2.211070 -0.3 -0.2 0.4 0.1186
C -0.633760 3.897605 -7.777697 0.0 0.1 0.1 -0.2635
S -0.924727 2.297255 -7.016412 0.0 0.0 -0.2 0.8289
O -0.051297 2.239451 -5.798568 0.0 -0.1 -0.1 -0.5739
C -0.109136 1.342322 -8.293648 0.4 0.1 0.0 -0.2792
H -1.026136 4.665803 -7.114533 0.0 0.0 0.0 0.0508
H 0.436251 4.045597 -7.920211 0.0 -0.1 0.0 0.0605
H -1.155503 3.938748 -8.733102 0.0 0.0 0.0 0.0577
H 0.923001 1.680656 -8.398464 0.0 0.1 0.1 0.0637
H -0.646633 1.464351 -9.232398 -0.1 0.0 0.0 0.0635
H -0.131783 0.300277 -8.003439 -0.1 0.0 0.0 0.0164
C 2.506783 -5.033134 3.238537 0.0 -0.2 0.0 -0.2548
S 2.114400 -3.559778 2.302824 0.0 0.0 0.2 0.8011
O 2.567422 -3.778793 0.891848 -0.1 0.2 -0.2 -0.5674
C 3.320976 -2.498770 3.090142 0.0 0.0 0.1 -0.2552
H 1.881447 -5.847392 2.875937 0.0 0.1 -0.1 0.0555
H 3.557245 -5.288126 3.097297 0.0 0.1 0.0 0.0668
H 2.296016 -4.832270 4.289439 0.0 0.1 -0.1 -0.0007
H 4.320763 -2.912214 2.965828 0.0 0.0 -0.1 0.0720
H 3.079768 -2.402415 4.149340 -0.1 -0.1 0.0 0.0500
H 3.269884 -1.523776 2.611289 0.0 0.0 0.0 0.0030
C -3.449098 2.904932 4.841977 0.0 0.0 0.1 -0.2647
S -3.496162 2.745113 3.052734 -0.1 0.0 0.1 0.7943
O -2.770188 3.915832 2.492014 0.0 0.0 0.2 -0.5524
C -5.250214 3.080103 2.875164 -0.1 0.0 0.0 -0.2590
H -2.419315 2.770935 5.166383 0.0 0.0 0.0 0.0494
H -3.798069 3.896726 5.127301 0.0 0.0 -0.1 0.0631
H -4.076699 2.135224 5.291017 0.0 0.0 0.0 0.0564
H -5.475519 4.060583 3.293270 0.1 0.0 0.0 0.0640
H -5.820467 2.305344 3.387308 0.0 0.0 0.0 0.0575
H -5.488921 3.067985 1.813919 0.1 0.0 0.0 0.0534
C -2.948481 -1.693008 -5.775687 -0.1 0.1 0.2 -0.2733
S -2.833290 -1.921988 -7.558981 0.0 -0.1 -0.1 0.8409
O -2.014730 -0.794142 -8.081038 -0.1 -0.1 0.1 -0.5624
C -4.549911 -1.530002 -7.905789 -0.1 0.1 0.0 -0.2580
H -1.952246 -1.853142 -5.363552 0.0 0.0 -0.1 0.0242
H -3.282765 -0.678483 -5.553971 0.0 0.0 -0.1 0.0613
H -3.641789 -2.424776 -5.360227 0.0 0.0 0.0 0.0575
H -4.778563 -0.528902 -7.540391 0.1 0.0 0.0 0.0625
H -5.193401 -2.268816 -7.428439 0.0 0.0 0.0 0.0582
H -4.687968 -1.569021 -8.983768 0.1 0.0 0.0 0.0562
C 1.597426 -4.568768 8.543058 0.0 0.0 0.1 -0.2609
S 1.218390 -4.760502 6.799168 -0.1 -0.1 0.1 0.8165
O 1.817111 -3.591366 6.092981 0.0 0.1 0.0 -0.5653
C -0.541879 -4.434378 6.946198 -0.1 0.0 0.0 -0.2615
H 2.670522 -4.693410 8.669197 0.0 0.0 -0.1 0.0543
H 1.300327 -3.573931 8.873843 0.0 0.0 -0.1 0.0606
H 1.071057 -5.334368 9.112392 0.0 0.0 0.0 0.0572
H -0.694977 -3.448616 7.385171 0.1 0.0 0.0 0.0591
H -1.000760 -5.204034 7.566294 0.0 0.0 0.0 0.0567
H -0.973625 -4.464637 5.947886 0.0 0.0 0.0 0.0507
C 3.965305 2.042069 4.545280 -0.1 0.1 0.1 -0.2514
S 4.259725 1.094053 3.046367 0.1 0.0 0.0 0.7807
O 5.307065 0.089048 3.357696 0.0 0.0 0.0 -0.5336
C 5.046703 2.424914 2.132561 0.0 0.1 0.0 -0.2521
H 3.507583 1.379706 5.277465 0.0 -0.1 0.0 0.0515
H 4.912756 2.417581 4.930640 0.0 0.0 0.0 0.0621
H 3.289505 2.868795 4.323675 0.0 0.0 0.0 0.0517
H 5.921328 2.773344 2.681133 0.0 -0.1 0.0 0.0625
H 4.333593 3.236538 1.990168 0.0 0.0 0.0 0.0490
H 5.351435 2.033493 1.164340 0.0 0.0 0.0 0.0569

---

(2)
85
Properties=species:S:1:pos:R:3:forces:R:3:lowdin_charge:R:1 method="wB97M-V/def2-TZVPD" fmax_ha_per_bohr=0.1287 total_energy_ha=-2425.92892 multiplicity=5 charge=+4 lumo_energy_ev="-13.43 / -17.25" orbital_gap_ev="5.75 / 4.72"
Pt 1.185038 0.738299 -0.522693 2.1 1.5 -0.5 1.1416
C 0.767068 1.812877 1.011186 -2.6 0.5 3.6 -0.3365
O 0.432155 2.360820 1.970682 1.5 -0.8 -2.5 0.2082
C 0.510074 -0.838298 -1.281282 -4.5 -4.8 0.1 -0.3518
O -0.072062 -1.812920 -1.551859 2.6 3.1 0.1 0.1718
P 2.308106 -0.727885 1.081513 2.6 -2.2 2.5 1.0602
C 1.507543 -1.721409 2.457853 -0.9 0.5 -0.6 -0.4713
H 2.400785 -2.165252 2.918209 0.2 0.3 -0.3 0.1156
C 3.240888 -2.001675 0.113008 -0.6 0.3 -1.2 -0.5139
H 2.435507 -2.457444 -0.486662 0.2 -0.1 0.0 0.0924
C 3.478448 0.327448 2.037694 -0.5 1.2 -0.3 -0.5169
H 2.793431 0.859173 2.720100 0.1 0.0 -0.1 0.1017
C 0.151263 3.756555 -1.597473 1.0 0.3 0.5 -0.5356
P -0.539825 2.065920 -1.602752 -2.0 2.5 -2.1 1.0499
H -2.778610 2.747614 -1.863161 0.5 0.0 -0.3 0.1322
H 0.107365 4.059232 -0.544003 0.0 0.0 0.0 0.1046
C -0.735857 1.635818 -3.402459 0.2 -1.3 -0.1 -0.4749
H -0.971605 2.612550 -3.850260 0.1 0.1 0.4 0.1326
C 4.213080 -1.314874 -0.840853 0.4 -0.2 -0.3 -0.0878
H 5.109614 -0.950240 -0.322754 -0.3 -0.1 -0.2 0.0934
H 3.751367 -0.477585 -1.382891 0.1 0.0 0.0 0.0564
H 4.533875 -2.053479 -1.588050 0.0 0.2 0.2 0.1163
C 3.888126 -3.124727 0.926925 -0.1 -0.1 0.7 -0.0382
H 4.413287 -3.795762 0.236854 -0.1 0.2 -0.1 0.1260
H 3.138493 -3.725972 1.448438 0.3 0.0 0.0 0.0830
H 4.624816 -2.768778 1.654141 -0.2 -0.1 -0.2 0.0873
C 4.487565 -0.424471 2.913449 0.1 -0.6 0.0 -0.0379
H 4.017309 -1.166872 3.570102 0.3 0.2 -0.1 0.0917
H 4.964522 0.325432 3.558627 -0.1 0.0 -0.1 0.1266
H 5.283941 -0.897445 2.323668 -0.3 0.2 0.2 0.0973
C 4.170016 1.366926 1.154661 0.4 0.2 0.4 -0.0888
H 4.582005 2.134534 1.824026 0.0 -0.1 -0.3 0.1189
H 3.465062 1.857898 0.465582 0.2 0.1 0.0 0.0267
H 4.995202 0.935910 0.572581 -0.3 0.2 0.1 0.0918
C 0.798342 -0.888463 3.528483 0.2 0.1 0.1 -0.0711
H 1.503436 -0.291078 4.120854 -0.2 -0.2 -0.1 0.0971
H 0.295914 -1.583007 4.204237 0.0 0.1 0.1 0.1116
H 0.033211 -0.212793 3.130282 0.1 -0.1 -0.1 0.0427
C 0.652278 -2.861956 1.929736 -0.4 -0.2 0.0 -0.0876
H -0.346245 -2.512545 1.651727 0.3 0.0 0.1 0.0363
H 0.520617 -3.592006 2.741546 0.0 0.1 -0.3 0.1265
H 1.075800 -3.390950 1.065836 -0.1 0.1 0.3 0.0794
C -0.684494 4.774207 -2.402194 -0.4 -0.2 -0.3 -0.0399
H -1.745319 4.752620 -2.133061 0.2 0.1 -0.2 0.0813
H -0.592330 4.616840 -3.485932 0.1 0.1 0.3 0.1021
H -0.307609 5.781405 -2.176439 0.0 -0.3 0.0 0.1281
C 1.625696 3.772317 -2.013562 0.2 0.4 -0.2 -0.0945
H 1.762240 3.666401 -3.100984 -0.1 0.1 0.4 0.0973
C -3.039036 1.053777 -0.600683 -0.3 -0.3 0.2 -0.1041
H 2.190246 2.969977 -1.512669 0.1 0.2 -0.1 0.0208
H 2.070890 4.730234 -1.709226 -0.1 -0.3 -0.2 0.1180
C -2.411109 3.368503 0.155816 0.3 0.1 0.0 -0.0646
H -2.968957 0.863325 0.478098 0.0 0.2 -0.2 0.0534
H -4.105916 1.191994 -0.834372 0.3 -0.1 0.1 0.1224
H -2.706627 0.146995 -1.120103 0.0 0.2 0.0 0.0500
C -2.286305 2.336710 -0.971768 0.2 -0.7 0.9 -0.4662
H -3.472194 3.458940 0.412864 0.2 0.0 0.0 0.1200
H -2.064121 4.366719 -0.127766 -0.1 -0.2 0.1 0.0832
H -1.862391 3.059805 1.054125 -0.2 0.0 -0.1 0.0758
C -1.896769 0.672217 -3.668636 -0.1 0.1 0.1 -0.0700
H -1.702448 -0.305325 -3.203708 -0.1 0.2 -0.2 0.0715
H -1.965162 0.531434 -4.756131 0.0 0.0 0.3 0.1217
H -2.858993 1.062464 -3.315878 0.2 -0.2 -0.2 0.0852
C 0.550919 1.092386 -4.026098 0.1 0.3 0.0 -0.0798
H 1.423430 1.721610 -3.817922 -0.1 -0.2 -0.1 0.0707
H 0.408885 1.051727 -5.113976 0.2 -0.1 0.2 0.1231
H 0.751462 0.077537 -3.658730 0.0 0.0 -0.2 0.0622
H -2.413035 -0.676644 1.752911 1.6 0.2 0.5 0.0045
H -1.778950 -0.703988 2.293821 0.0 0.9 0.2 0.1210
C -2.426003 -4.377202 -0.178608 -0.1 -1.3 -0.4 -0.0155
O -2.145803 -3.232835 0.651438 -0.2 1.3 1.0 -0.2773
P -3.093380 -2.134954 1.205440 -3.1 -1.3 -0.1 0.7475
O -4.318989 -1.874001 0.263492 0.6 -0.2 0.4 -0.2417
C -4.673564 -2.413360 -1.035679 -0.6 0.2 -0.7 -0.0222
O -3.745475 -2.357571 2.667894 1.0 1.0 -1.6 -0.2167
C -4.412534 -1.067763 3.076664 -0.4 -0.1 0.4 -0.0273
H -1.665773 -5.103045 0.120053 -0.3 0.0 -0.2 0.1175
H -2.308850 -4.115344 -1.239213 -0.1 0.0 0.5 0.1067
H -3.434728 -4.749474 0.035808 0.4 -0.1 -0.1 0.1131
H -4.892979 -3.482610 -0.966662 0.0 0.3 0.1 0.1038
H -3.897112 -2.220617 -1.788781 -0.1 0.0 0.3 0.0944
H -5.581128 -1.855883 -1.292154 0.2 -0.3 -0.1 0.1194
H -3.856278 -0.179893 2.702299 -0.4 -0.6 0.2 0.0635
H -5.450938 -1.067023 2.717092 0.5 -0.1 0.0 0.1159
H -4.409810 -1.041728 4.168271 0.2 -0.2 -0.2 0.1181

---

(3)
87
Properties=species:S:1:pos:R:3:forces:R:3:lowdin_charge:R:1 method="wB97M-V/def2-TZVPD" smiles="CCCCCCCCCCCC[C@H](OCCN)P(O)(O)=S.COCCOC.COCCOC" fmax_ha_per_bohr=0.0668 total_energy_ha=-2229.37712 lumo_energy_ev=0.20 orbital_gap_ev=8.95
C -10.097268 -3.529156 -7.803037 -0.1 0.2 0.1 -0.1734
C -9.798425 -3.006550 -6.272139 0.3 -0.7 -0.2 -0.2634
C -9.834646 -4.323519 -5.271124 0.4 0.2 -0.5 -0.2264
C -8.413944 -4.563884 -4.460274 -0.9 -1.1 0.8 -0.2043
C -8.567007 -4.160045 -2.855045 0.4 0.4 0.4 -0.2089
C -7.490470 -2.998193 -2.379225 0.3 -0.1 0.5 -0.2258
C -6.327861 -3.657547 -1.383151 0.3 1.1 -0.2 -0.2169
C -5.290601 -2.477978 -0.818247 -0.4 -0.1 0.1 -0.2178
C -5.067668 -2.582875 0.830195 0.2 1.0 -0.6 -0.2254
C -3.616661 -1.939542 1.239604 0.1 0.3 0.2 -0.2297
C -2.309370 -2.760109 0.683292 -0.6 -1.0 -0.4 -0.2154
C -1.204951 -3.114671 1.841771 0.3 -0.2 -1.0 -0.1717
C -0.378601 -1.773986 2.404152 -2.2 -1.6 0.1 -0.3736
O -0.720672 -0.583819 1.610445 2.0 -0.9 1.8 -0.1986
C 0.005178 0.616308 2.053251 -0.1 2.0 0.3 -0.2035
C -0.303122 1.089707 3.592527 0.5 0.7 0.4 -0.2666
N -1.769118 1.155596 3.959753 0.6 -0.8 -0.4 -0.0453
P 1.471884 -2.258803 2.382162 3.3 0.5 0.6 0.4903
O 2.172491 -1.850437 0.817883 -1.2 0.0 2.5 -0.2848
O 1.759075 -3.963658 2.781897 0.2 2.6 -1.9 -0.2955
S 2.506226 -1.253573 3.743428 -0.8 -0.5 -0.6 0.2860
H -9.270283 -4.327670 -8.122925 -1.8 1.8 0.7 0.0885
H -10.085468 -2.619356 -8.552934 0.0 -1.9 1.4 0.0729
H -11.152505 -4.058075 -7.872524 2.2 1.1 0.2 0.0801
H -10.586479 -2.198772 -5.888721 1.8 -1.7 -1.1 0.1124
H -8.696616 -2.562381 -6.283780 -2.5 -0.7 0.2 0.1038
H -10.007143 -5.264777 -5.950983 0.2 1.8 1.4 0.0987
H -10.750261 -4.199468 -4.542616 2.0 -0.5 -1.3 0.1049
H -7.510339 -4.037562 -4.990197 -1.8 -0.8 1.1 0.1021
H -8.188154 -5.729601 -4.480130 -0.4 2.5 -0.1 0.1062
H -8.355960 -5.094878 -2.150780 -0.5 1.9 -1.7 0.1067
H -9.675856 -3.802782 -2.604631 2.4 -0.8 -0.7 0.1079
H -6.916601 -2.513723 -3.296675 -1.3 -1.0 1.8 0.1108
H -8.055413 -2.112398 -1.818402 1.3 -1.9 -1.1 0.1126
H -5.672875 -4.409864 -2.026579 -1.6 1.3 1.5 0.1187
H -6.794198 -4.179277 -0.435002 0.8 0.9 -2.1 0.1055
H -4.286838 -2.570028 -1.425120 -1.8 0.2 1.4 0.1039
H -5.736622 -1.391282 -1.031199 1.0 -2.4 0.4 0.1152
H -5.197176 -3.683928 1.239177 0.3 2.3 -0.9 0.1136
H -5.899259 -1.860063 1.289734 1.7 -1.9 -0.7 0.1189
H -3.605679 -0.828739 0.804429 0.1 -2.4 1.2 0.1225
H -3.511234 -1.918119 2.427715 -0.4 0.2 -2.5 0.1174
H -2.721053 -3.808258 0.287361 1.0 2.1 0.9 0.1210
H -1.801005 -2.256921 -0.259930 -1.0 -0.9 2.2 0.1256
H -1.681050 -3.733969 2.735173 0.9 1.6 -1.8 0.1344
H -0.410313 -3.840761 1.335429 -1.7 1.5 1.1 0.1058
H -0.715717 -1.668729 3.535009 1.2 0.1 -2.2 0.1458
H -0.373178 1.505941 1.352356 0.6 -2.2 1.4 0.1482
H 1.167350 0.575803 1.912344 -2.2 -0.2 0.3 0.0890
H 0.277257 0.475174 4.417924 -1.1 1.1 -2.0 0.0840
H 0.112024 2.205208 3.684523 -0.6 -2.4 -0.4 0.1232
H -2.402121 1.089158 3.132778 0.8 -0.2 1.2 0.0690
H -2.028465 0.492926 4.723606 0.3 0.7 -1.4 0.0675
H 2.563002 -0.919995 0.916741 -0.7 -1.9 0.1 0.0625
H 2.761522 -4.113486 2.799686 -1.9 0.7 0.0 0.0886
C 8.408708 1.384796 1.839579 0.1 -0.1 0.2 -0.1075
O 7.718215 1.584510 3.068667 -0.2 0.1 -0.5 -0.1923
C 6.654425 2.533716 2.944323 -0.1 -0.5 0.3 -0.1871
C 5.295576 1.835853 2.827364 0.2 0.2 -0.4 -0.1918
O 5.193641 1.095413 1.607107 0.2 0.0 0.4 -0.2045
C 5.413433 -0.298336 1.800452 -0.1 0.0 -0.2 -0.1294
H 9.017740 0.481340 1.932247 -0.1 0.1 0.1 0.0888
H 7.721343 1.254230 0.999237 0.0 0.0 0.1 0.0830
H 9.068030 2.235236 1.646318 0.0 0.0 -0.1 0.0827
H 6.827908 3.205913 2.095170 0.0 -0.1 0.0 0.1148
H 6.659868 3.139251 3.856603 0.0 0.0 0.0 0.1238
H 4.510458 2.597883 2.805279 0.0 0.0 0.0 0.1212
H 5.108487 1.188311 3.693369 0.1 0.0 -0.1 0.1221
H 4.524247 -0.752226 2.248752 0.3 0.0 0.0 -0.0183
H 6.283830 -0.492796 2.431462 0.0 0.1 0.0 0.0881
H 5.585937 -0.756214 0.822508 0.0 0.2 0.0 0.0926
C 7.869748 8.756913 0.640667 0.0 0.1 -0.2 -0.1113
O 8.801790 8.297548 -0.332782 0.0 -0.3 0.5 -0.1967
C 9.764326 7.395512 0.222158 -0.2 -0.1 -0.6 -0.1938
C 9.413658 5.939218 -0.099398 -0.1 0.2 0.6 -0.1940
O 8.203609 5.538997 0.551199 0.1 0.3 -0.4 -0.2089
C 7.084946 5.555663 -0.330018 0.0 -0.1 0.2 -0.1112
H 7.027693 9.218044 0.117179 0.2 0.0 0.0 0.0897
H 7.487392 7.940817 1.259930 0.1 0.0 0.0 0.0825
H 8.343618 9.509656 1.276376 -0.1 0.0 0.1 0.0863
H 9.864868 7.548309 1.303616 -0.1 -0.1 -0.1 0.1250
H 10.727785 7.634125 -0.240190 0.0 0.0 0.0 0.1223
H 10.210492 5.293772 0.282762 0.0 0.0 0.0 0.1210
H 9.345157 5.779644 -1.182967 0.0 0.1 0.1 0.1260
H 7.120771 4.680803 -0.986505 -0.1 0.0 -0.1 0.0880
H 7.050547 6.466564 -0.932228 0.1 0.0 0.0 0.0834
H 6.173993 5.504917 0.272787 0.2 0.0 0.0 0.0880